Entry from OMol25: C8H28FeN14O10 as an isolated structure in a non-equilibrium geometry (wB97M-V/def2-TZVPD).

Each line ends with the natural charge from an NBO analysis.
Geometry (Å):
Fe1 16.181 16.792 1.828  1.641
C1 16.293 18.250 3.876  0.955
O1 17.263 17.805 3.263  -0.888
O2 15.247 17.961 3.283  -0.883
O3 16.270 18.908 4.898  -0.764
C2 12.942 16.987 5.877  0.761
O4 11.930 16.601 6.442  -0.665
N1 13.692 18.061 6.331  -0.883
N2 13.288 16.696 4.693  -0.866
H1 13.492 18.411 7.257  0.415
H2 14.452 18.341 5.728  0.392
H3 12.480 16.273 4.259  0.403
H4 13.959 17.286 4.221  0.406
C3 16.452 19.577 0.217  0.816
O5 16.354 18.399 0.550  -0.841
N3 15.494 20.479 0.216  -0.773
N4 17.585 20.010 -0.330  -0.802
H5 14.539 20.268 0.469  0.445
H6 15.882 21.404 0.106  0.409
H7 17.814 20.993 -0.366  0.405
H8 18.354 19.411 -0.597  0.416
C4 16.901 15.187 7.328  0.732
O6 16.909 15.367 8.558  -0.672
N5 16.466 16.087 6.546  -0.814
N6 17.280 14.105 6.745  -0.805
H9 15.809 16.758 6.916  0.434
H10 16.450 15.896 5.554  0.344
H11 17.184 14.090 5.740  0.360
H12 17.391 13.237 7.249  0.419
C5 13.790 21.219 2.945  0.732
O7 12.946 22.014 2.658  -0.676
N7 13.499 19.965 2.901  -0.864
N8 15.014 21.421 3.307  -0.828
H13 14.182 19.260 3.140  0.397
H14 12.532 19.706 2.770  0.404
H15 15.430 22.328 3.150  0.410
H16 15.549 20.610 3.581  0.392
C6 19.271 21.008 3.407  0.728
O8 20.039 21.912 3.472  -0.676
N9 19.392 20.071 2.573  -0.835
N10 18.322 20.830 4.255  -0.844
H17 18.876 19.264 2.893  0.394
H18 19.999 20.141 1.768  0.404
H19 17.729 20.013 4.293  0.389
H20 18.172 21.538 4.960  0.415
C7 17.025 19.549 8.380  0.758
O9 17.232 19.717 9.551  -0.650
N11 15.904 19.770 7.691  -0.871
N12 17.880 19.135 7.498  -0.838
H21 15.058 19.882 8.231  0.395
H22 15.939 19.710 6.683  0.401
H23 17.559 18.945 6.560  0.395
H24 18.802 18.847 7.793  0.398
C8 20.296 17.224 4.779  0.739
O10 21.372 17.019 5.180  -0.656
N13 19.263 17.268 5.575  -0.849
N14 19.977 17.190 3.554  -0.848
H25 18.350 17.337 5.149  0.381
H26 19.500 17.224 6.556  0.422
H27 18.978 17.274 3.431  0.384
H28 20.572 16.918 2.784  0.402

Calculated values
<S²>: 6.01
Energy above the lowest of the compared OMol25 structures with the same formula, charge and spin: 6.189 eV
Multiplicity: 5
Total energy: -3104.433295 hartree

***

Entry from OMol25: C37H43N6ReS as an isolated structure in a non-equilibrium geometry (wB97M-V/def2-TZVPD).

Each line ends with the Mulliken charge.
Geometry (Å):
Re1 -0.131 0.194 -0.097  -0.362
C1 1.300 4.306 -3.671  -0.602
C2 1.036 3.082 -4.278  -1.030
C3 1.063 1.919 -3.529  0.510
C4 1.327 1.980 -2.155  -0.719
C5 1.589 3.206 -1.550  -0.537
C6 1.584 4.361 -2.311  -0.786
N1 1.319 0.786 -1.389  0.324
C7 2.076 -0.277 -1.912  0.814
C8 3.253 -0.109 -2.642  -0.419
C9 3.930 -1.224 -3.098  -0.793
C10 3.441 -2.516 -2.869  -0.661
C11 2.276 -2.700 -2.156  -0.865
C12 1.617 -1.574 -1.671  0.521
N2 0.422 -1.568 -0.954  2.007
N3 -0.191 -2.660 -0.763  -1.424
C13 -1.323 -2.478 0.003  0.320
C14 -2.180 -3.548 0.231  -0.662
C15 -3.324 -3.336 0.975  -0.484
C16 -3.578 -2.062 1.484  -0.845
C17 -2.684 -1.045 1.237  -0.232
N4 -1.570 -1.236 0.503  0.441
H1 1.304 5.212 -4.262  0.486
H2 0.815 3.032 -5.335  0.470
H3 0.849 0.964 -3.992  0.577
H4 1.879 3.234 -0.506  0.723
H5 1.833 5.309 -1.852  0.533
H6 3.644 0.886 -2.805  0.584
H7 4.859 -1.095 -3.638  0.475
H8 3.980 -3.373 -3.251  0.465
H9 1.869 -3.684 -1.968  0.532
H10 -1.932 -4.510 -0.195  0.609
H11 -4.013 -4.150 1.158  0.482
H12 -4.465 -1.862 2.070  0.513
H13 -2.842 -0.050 1.634  0.505
C18 2.235 0.230 6.628  -1.990
C19 1.934 -1.048 5.839  1.915
C20 0.724 -1.764 6.476  -1.511
C21 3.157 -1.979 5.902  -1.644
C22 1.576 -0.758 4.399  0.554
C23 1.571 -1.767 3.428  -1.082
C24 1.195 -1.490 2.140  -0.524
N5 0.833 -0.255 1.735  0.281
C25 0.871 0.748 2.645  -0.178
C26 1.204 0.518 3.961  -0.269
C27 0.511 2.083 2.123  0.201
C28 0.898 3.246 2.751  -0.379
C29 0.566 4.497 2.220  0.568
C30 -0.201 4.480 1.051  -0.607
C31 -0.532 3.290 0.458  -1.216
N6 -0.174 2.088 0.951  0.021
C32 1.051 5.797 2.825  1.854
C33 -0.105 6.806 2.911  -1.638
C34 2.146 6.339 1.884  -1.537
C35 1.640 5.602 4.224  -2.062
H14 2.583 -0.044 7.623  0.446
H15 1.347 0.851 6.762  0.377
H16 3.022 0.821 6.154  0.479
H17 0.950 -1.974 7.521  0.437
H18 0.511 -2.710 5.976  0.386
H19 -0.172 -1.140 6.440  0.373
H20 3.453 -2.108 6.942  0.466
H21 4.006 -1.561 5.357  0.398
H22 2.942 -2.972 5.506  0.379
H23 1.858 -2.779 3.676  0.428
H24 1.199 -2.275 1.396  0.448
H25 1.161 1.335 4.664  0.534
H26 1.479 3.185 3.658  0.565
H27 -0.525 5.398 0.582  0.473
H28 -1.108 3.285 -0.453  0.226
H29 -0.520 7.052 1.933  0.361
H30 0.261 7.734 3.349  0.466
H31 -0.910 6.430 3.546  0.408
H32 1.742 6.576 0.897  0.334
H33 2.960 5.620 1.765  0.352
H34 2.562 7.251 2.310  0.474
H35 0.911 5.164 4.909  0.472
H36 1.924 6.573 4.625  0.450
H37 2.544 4.987 4.212  0.401
C36 -2.696 -0.721 -2.345  -1.210
S1 -1.682 0.731 -2.002  0.495
C37 -2.962 1.914 -1.504  -1.073
H38 -3.305 -0.497 -3.218  0.558
H39 -3.334 -0.966 -1.498  0.350
H40 -2.030 -1.549 -2.581  0.355
H41 -3.143 1.879 -0.432  0.237
H42 -3.873 1.669 -2.046  0.513
H43 -2.635 2.905 -1.809  0.417

Calculated values
<S²>: 1.20
Charge: +3
Multiplicity: 2
Total energy: -2239.898485 hartree

***

Entry from OMol25: C6H11LaN5P as an isolated structure in a non-equilibrium geometry (wB97M-V/def2-TZVPD).

Each line ends with the Mulliken charge.
Geometry (Å):
C1 -0.425 0.169 -3.331  -0.503
C2 -1.256 1.187 -2.695  -0.472
C3 -0.364 2.166 -2.043  -0.771
C4 1.030 1.737 -2.313  -0.588
C5 0.971 0.511 -3.109  -0.449
La1 -0.033 0.236 -0.793  0.403
P1 -0.095 -2.456 -0.653  -0.060
H1 -0.800 -0.715 -3.879  0.447
H2 -2.358 1.222 -2.674  0.407
H3 -0.670 2.978 -1.362  0.477
H4 1.852 -0.047 -3.475  0.400
H5 1.935 2.228 -1.925  0.475
H6 1.045 -3.080 -1.097  0.036
H7 -1.187 -3.047 -1.236  0.046
H8 -0.186 -2.682 0.729  0.025
N1 -0.890 -0.475 4.699  -0.581
N2 -0.224 -0.176 3.535  1.232
N3 1.048 0.358 3.535  -0.780
C6 1.266 0.481 2.232  -0.103
N4 0.211 0.072 1.480  -0.106
N5 -0.768 -0.375 2.341  -0.493
H9 -1.822 -0.860 4.658  0.252
H10 -0.452 -0.306 5.592  0.262
H11 2.172 0.873 1.784  0.446

Calculated values
Energy above the lowest of the compared OMol25 structures with the same formula, charge and spin: 4.103 eV
Total energy: -881.599960 hartree

***

Entry from OMol25: C23H48MnNO2P3 as an isolated structure in a non-equilibrium geometry (wB97M-V/def2-TZVPD).

Each line ends with the Mulliken charge.
Geometry (Å):
Mn1 0.000 0.000 0.000  0.545
P1 0.274 -1.885 -1.298  0.684
P2 2.254 -0.060 0.560  1.078
P3 -2.058 0.396 -0.984  0.966
H1 1.580 2.114 -1.092  0.397
C1 0.526 1.927 -0.878  -0.882
C2 0.052 2.108 0.487  -0.900
H2 0.762 2.408 1.251  0.443
C3 0.920 -1.718 -3.037  -1.200
C4 1.399 -3.259 -0.745  -1.277
C5 -1.163 -3.001 -1.687  -1.350
C6 2.997 1.417 1.392  -1.356
C7 3.015 -1.343 1.665  -1.494
C8 3.428 -0.158 -0.868  -1.144
C9 -2.861 2.043 -0.722  -1.535
C10 -3.552 -0.648 -0.646  -1.404
C11 -2.099 0.396 -2.834  -1.682
H3 -0.096 2.290 -1.699  0.402
H4 -0.911 2.585 0.647  0.312
H5 1.006 -2.689 -3.542  0.477
H6 1.900 -1.235 -3.015  0.356
H7 0.250 -1.072 -3.609  0.175
H8 1.384 -4.087 -1.464  0.540
H9 1.063 -3.627 0.229  0.391
H10 2.428 -2.910 -0.642  0.393
H11 -0.832 -3.866 -2.274  0.544
H12 -1.929 -2.472 -2.258  0.323
H13 -1.611 -3.354 -0.754  0.413
H14 4.069 1.252 1.542  0.516
H15 2.519 1.578 2.362  0.309
H16 2.856 2.313 0.783  0.415
H17 4.098 -1.388 1.505  0.470
H18 2.584 -2.328 1.483  0.340
H19 2.829 -1.072 2.706  0.376
H20 4.462 0.002 -0.542  0.550
H21 3.153 0.603 -1.603  0.286
H22 3.360 -1.137 -1.348  0.370
H23 -3.793 2.090 -1.295  0.485
H24 -2.199 2.847 -1.054  0.446
H25 -3.082 2.193 0.338  0.441
H26 -4.385 -0.346 -1.291  0.453
H27 -3.855 -0.523 0.397  0.437
H28 -3.334 -1.703 -0.814  0.350
H29 -3.072 0.731 -3.210  0.570
H30 -1.898 -0.605 -3.221  0.484
H31 -1.316 1.066 -3.198  0.376
C12 -1.028 0.000 -7.579  0.842
C13 -0.346 0.407 -8.729  -0.500
C14 -0.173 1.767 -8.985  -0.507
C15 -0.675 2.723 -8.102  -0.428
C16 -1.355 2.304 -6.956  -0.328
C17 -1.535 0.950 -6.688  -0.200
O1 -1.231 -1.325 -7.272  -0.373
H32 -0.831 -1.870 -7.969  0.351
H33 0.047 -0.337 -9.420  0.356
H34 0.358 2.076 -9.881  0.420
H35 -0.539 3.781 -8.304  0.444
H36 -1.751 3.040 -6.261  0.422
H37 -2.062 0.614 -5.801  0.489
O2 -0.724 -1.114 1.416  0.299
C18 -0.674 -1.023 2.645  -0.414
C19 0.117 0.071 3.307  1.007
C20 -0.715 1.039 4.145  -0.840
C21 -1.126 0.470 5.500  -0.811
C22 -2.057 -0.742 5.449  -0.595
C23 -1.418 -1.992 4.826  -0.711
N1 -1.363 -1.941 3.377  -0.118
H38 0.942 -0.351 3.918  0.646
H39 0.554 0.660 2.514  -1.395
H40 -0.069 1.918 4.367  0.431
H41 -1.593 1.403 3.567  0.231
H42 -0.212 0.202 6.077  0.307
H43 -1.644 1.279 6.061  0.375
H44 -2.287 -0.985 6.510  0.369
H45 -3.015 -0.496 4.942  0.272
H46 -0.411 -2.177 5.257  0.263
H47 -2.064 -2.856 5.102  0.430
H48 -1.895 -2.662 2.865  0.378

Calculated values
<S²>: 6.32
Energy above the lowest of the compared OMol25 structures with the same formula, charge and spin: 0.000 eV
Charge: +3
Multiplicity: 5
Total energy: -3284.530040 hartree

***

Entry from OMol25: C8H6F3N11O5SV as an isolated structure in a non-equilibrium geometry (wB97M-V/def2-TZVPD).

Each line ends with the natural charge from an NBO analysis.
Geometry (Å):
V1 0.441 -0.278 0.374  1.398
N1 1.374 2.677 1.760  -0.502
C1 0.353 1.981 2.312  0.515
N2 -0.402 2.324 3.316  -0.289
N3 -1.307 1.320 3.430  0.053
N4 -1.127 0.390 2.577  -0.062
N5 -0.037 0.767 1.822  -0.345
C2 1.984 2.257 0.627  0.514
N6 2.883 2.880 -0.079  -0.289
N7 3.115 2.068 -1.141  0.052
N8 2.433 0.993 -1.102  -0.061
N9 1.677 1.058 0.048  -0.346
H1 1.572 3.609 2.105  0.473
F1 2.378 -3.199 3.303  -0.270
C3 2.776 -2.497 2.265  0.772
F2 3.881 -2.987 1.750  -0.270
F3 2.943 -1.226 2.601  -0.292
S1 1.453 -2.580 0.972  2.272
O1 0.295 -1.818 1.599  -0.792
O2 1.249 -3.908 0.565  -0.785
O3 1.893 -1.551 -0.057  -0.793
C4 -2.633 -2.017 -2.879  -0.409
N10 -2.212 -0.746 -2.264  -0.370
C5 -2.789 0.486 -2.597  0.086
C6 -2.433 1.651 -2.046  -0.333
C7 -1.384 1.715 -1.030  0.653
O4 -0.960 2.670 -0.446  -0.510
N11 -0.853 0.411 -0.757  -0.543
C8 -1.260 -0.749 -1.343  0.793
O5 -0.622 -1.740 -0.898  -0.558
H2 -3.303 -1.786 -3.702  0.234
H3 -3.147 -2.631 -2.143  0.238
H4 -1.759 -2.542 -3.254  0.243
H5 -3.561 0.423 -3.351  0.247
H6 -2.910 2.572 -2.341  0.274

Calculated values
Energy above the lowest of the compared OMol25 structures with the same formula, charge and spin: 0.120 eV
Charge: +1
Total energy: -2928.452716 hartree

***

Entry from OMol25: a 2-piece molecular cluster, C3H11N2O overall (wB97M-V/def2-TZVPD).

Each line ends with the natural charge from an NBO analysis.
Geometry (Å):
C1 -1.354 0.486 -2.088  -0.647
C2 -0.613 0.534 -0.801  0.261
C3 -0.885 -0.399 0.132  -0.251
N1 -0.338 -0.360 1.495  -0.674
N2 0.290 1.535 -0.696  -0.778
H1 -2.023 1.325 -2.190  0.249
H2 -1.858 -0.468 -2.191  0.240
H3 -0.655 0.569 -2.921  0.235
H4 -1.792 -0.979 0.041  0.232
H5 0.431 0.296 1.644  0.434
H6 0.125 -1.237 1.749  0.464
H7 -1.048 -0.138 2.195  0.432
H8 0.722 1.983 -1.485  0.419
H9 0.809 1.637 0.160  0.373
H10 2.608 -1.483 2.247  0.493
H11 2.817 -1.615 0.747  0.505
O1 2.158 -1.347 1.401  -0.988

Calculated values
Energy above the lowest of the compared OMol25 structures with the same formula, charge and spin: 1.243 eV
Charge: +1
Total energy: -305.407058 hartree

***

Entry from OMol25: C8H12AsMoN3O4PS4 as an isolated structure (wB97M-V/def2-TZVPD).

Each line ends with the natural charge from an NBO analysis.
Geometry (Å):
Mo1 -2.987 1.763 0.018  0.541
S1 -3.492 2.628 -2.195  -0.207
As1 -2.996 4.184 -0.815  0.752
S2 -0.683 2.373 -0.135  -0.227
S3 -3.621 2.729 2.010  0.096
S4 -4.784 3.353 0.465  0.124
O1 -5.017 -1.673 -0.660  -0.450
C1 -4.215 -0.825 -0.452  0.654
O2 -4.425 0.494 -0.495  -0.659
C2 -2.747 -1.127 -0.100  0.673
O3 -2.232 -2.192 -0.008  -0.489
O4 -2.060 0.029 0.111  -0.762
C3 2.933 -0.619 1.313  -0.080
N1 1.647 -1.314 1.359  -0.434
C4 1.505 -2.168 0.176  -0.087
N2 1.677 -1.431 -1.081  -0.433
C5 2.961 -0.732 -1.068  -0.080
N3 3.120 0.156 0.085  -0.435
C6 2.203 1.287 0.021  -0.542
P1 0.474 0.658 0.032  1.275
C7 0.517 -0.413 1.530  -0.521
C8 0.554 -0.545 -1.355  -0.529
H1 3.724 -1.366 1.365  0.224
H2 3.022 0.040 2.177  0.208
H3 0.524 -2.644 0.187  0.229
H4 2.273 -2.939 0.223  0.223
H5 3.072 -0.158 -1.988  0.209
H6 3.754 -1.479 -1.029  0.223
H7 2.373 1.865 -0.890  0.247
H8 2.356 1.951 0.874  0.246
H9 -0.411 -0.973 1.611  0.262
H10 0.648 0.207 2.418  0.243
H11 0.705 -0.004 -2.291  0.246
H12 -0.369 -1.116 -1.414  0.258

Calculated values
Energy above the lowest of the compared OMol25 structures with the same formula, charge and spin: 0.000 eV
Charge: +1
Total energy: -5015.226387 hartree

***

Entry from OMol25: C3H4LiO3Rh as an isolated structure in a non-equilibrium geometry (wB97M-V/def2-TZVPD).

Each line ends with the natural charge from an NBO analysis.
Geometry (Å):
O1 -0.888 0.905 0.360  -0.473
C1 0.336 0.413 0.208  0.967
C2 -1.965 0.022 0.468  0.096
O2 1.295 1.208 0.178  -0.652
O3 0.511 -0.833 0.025  -0.871
C3 -2.715 -0.293 -0.595  -0.461
H1 -2.170 -0.280 1.498  0.227
H2 -2.546 0.169 -1.569  0.250
H3 -3.572 -0.951 -0.447  0.247
Li1 -0.794 -2.142 -0.483  0.928
Rh1 2.526 -0.396 -0.150  0.748
H4 -1.990 -2.591 0.789  -0.007

Calculated values
<S²>: 8.76
Energy above the lowest of the compared OMol25 structures with the same formula, charge and spin: 0.000 eV
Charge: +1
Multiplicity: 6
Total energy: -460.038112 hartree